{"formula": "C14H17N3S", "method": "ωB97M-V with the def2-TZVPD basis set", "relative_energy_ev": 0.0000, "charge": 0, "smiles": "CCCCNC(=S)Nc1cccc2cnccc12", "gap_ev": 8.24, "homo_energy_ev": -8.1, "max_force_ev_per_a": 0.81, "lumo_energy_ev": 0.16, "total_energy_ha": -1106.15754, "species": ["S", "N", "N", "N", "C", "C", "C", "C", "C", "C", "C", "C", "C", "C", "C", "C", "C", "C", "H", "H", "H", "H", "H", "H", "H", "H", "H", "H", "H", "H", "H", "H", "H", "H", "H"], "positions_angstrom": [[-0.402, 1.105, 2.215], [0.518, -0.166, 0.058], [2.063, 0.395, 1.637], [-1.377, -3.688, -3.083], [0.028, -2.535, -1.532], [-0.263, -3.598, -2.345], [-2.241, -2.716, -3.003], [-2.838, 0.544, -1.343], [-1.656, 0.679, -0.607], [-0.881, -1.460, -1.438], [-2.077, -1.566, -2.198], [1.920, 4.107, 2.209], [0.766, 0.440, 1.256], [-0.687, -0.298, -0.635], [2.960, 3.270, 1.474], [2.608, 1.094, 2.775], [3.591, 2.189, 2.354], [-3.052, -0.551, -2.131], [2.496, 2.806, 0.600], [0.945, -2.552, -0.959], [1.768, 1.517, 3.327], [3.121, 0.372, 3.421], [-3.576, 1.331, -1.286], [2.743, 0.023, 0.988], [-1.506, 1.563, -0.010], [4.423, 1.728, 1.813], [1.054, 3.508, 2.476], [0.413, -4.439, -2.432], [1.582, 4.922, 1.575], [3.757, 3.924, 1.114], [-3.135, -2.821, -3.605], [3.995, 2.647, 3.257], [2.343, 4.531, 3.117], [1.278, -0.715, -0.323], [-3.958, -0.659, -2.709]]}